# 1
Formula: C20H21N3O2S
Source: the Open Molecules 2025 dataset
Level of theory: the ωB97M-V functional and the def2-TZVPD basis

```
47
Properties=species:S:1:pos:R:3
N -2.3194 -0.5785 0.0042
C 3.7875 -1.6416 -0.4862
C -3.9158 -1.1100 -1.7539
C 2.5092 -1.5952 1.9696
C 3.4040 1.5965 -0.8901
H 0.6938 0.5754 0.3489
H 3.1616 0.4370 2.0994
H 4.9214 1.3362 0.5574
H -3.9443 2.0475 1.3189
H 2.0045 -3.6374 1.5767
C 3.8055 -0.4814 0.2752
H -5.9359 -1.3970 -1.2671
H -3.1999 -0.8047 -2.5050
C -1.3864 1.2640 0.8288
C -3.3163 -1.5222 -0.4378
H 0.7269 -1.7238 -0.9282
C -2.5922 0.5987 0.6143
H 0.9282 2.6469 1.4814
H -0.7543 -2.0503 -1.8323
H -5.5994 -0.8093 -2.9669
N 2.0444 2.5145 -2.2498
H 5.2054 0.5365 -1.0149
O 2.4730 2.2161 -0.1122
C 0.0911 3.2734 1.1897
C 1.6491 2.7637 -1.0410
N 3.1644 1.7674 -2.1437
C 3.1469 -2.7750 -0.0158
H 3.1442 -3.6753 -0.6125
H -2.8375 -2.5000 -0.5481
C -5.2099 -1.1016 -2.0074
C -0.9618 -0.7024 -0.1845
O -2.1231 3.1535 2.0333
H -0.4984 -2.7916 -0.2458
C -0.3433 -1.8872 -0.8362
C 2.5065 -2.7537 1.2120
H -4.5996 1.0069 0.0345
C 3.1576 -0.4651 1.5036
H 0.1045 4.2123 1.7427
H -4.4221 0.3883 1.6815
C 4.4609 0.7726 -0.2565
C -1.2499 2.5767 1.4137
C -3.9738 1.0355 0.9263
H 2.0057 -1.5697 2.9244
S 0.2731 3.6992 -0.5895
C -0.3638 0.4142 0.3156
H -4.0982 -1.6062 0.3221
H 4.2761 -1.6538 -1.4492
```

Summary:
Structure (SMILES) ... C=CCn1c(C)cc(C(=O)CSc2nnc(Cc3ccccc3)o2)c1C

natural (NBO) population analysis, charges in e, atoms 1 to 4:
1 N -0.33
2 C -0.24
3 C -0.19
4 C -0.19

***

# 2
Formula: C7H7NS
Source: the Open Molecules 2025 dataset
Level of theory: the ωB97M-V functional and the def2-TZVPD basis

```
16
Properties=species:S:1:pos:R:3
C 1.5428 0.7686 -1.2258
H 2.5419 1.2598 -1.2399
H -0.2452 -1.9015 -0.3031
H 2.7580 0.6464 0.9336
C 1.7895 0.3725 1.0913
N -1.8699 2.2385 0.3098
C -1.0875 -1.2230 -0.1613
C -1.2696 1.2969 0.0762
H 1.0709 0.7202 -2.1742
C 0.9244 0.3068 -0.1395
H 1.8272 -0.6352 1.6744
H 1.3352 0.9436 1.9433
C -0.5678 -0.0056 -0.0501
H -2.5781 -2.5872 -0.5495
C -2.4928 -1.6174 -0.2623
S -3.6791 -0.5836 0.0771
```

Summary:
Structure (SMILES) ... C=C(C)/C(C#N)=C/C=S

natural (NBO) population analysis, charges in e, atoms 1 to 4:
1 C -0.36
2 H 0.21
3 H 0.23
4 H 0.22

***

# 3
Formula: C10H30O5S5
Source: the Open Molecules 2025 dataset
Level of theory: the ωB97M-V functional and the def2-TZVPD basis

```
50
C10H30O5S5 (the ωB97M-V functional and the def2-TZVPD basis)
H -32.3685 -6.0312 -9.5565
C -35.9313 -5.8972 -11.2548
S -31.4571 -15.1643 -7.8238
C -31.3587 -5.6469 -9.3451
H -29.7148 -16.7783 -7.6922
C -30.6586 -14.3971 -9.2632
H -30.2512 -15.2494 -9.8097
H -32.5466 -9.0842 -9.7225
C -30.5126 -7.1895 -11.3328
H -30.0200 -7.7460 -10.5341
O -29.1530 -5.0816 -10.5216
H -35.6165 -5.1976 -10.4858
H -29.9083 -6.7941 -5.1659
H -34.7054 -7.2333 -9.3647
H -29.1806 -15.1297 -7.0919
C -31.3893 -10.4814 -6.5860
C -32.0191 -5.1250 -4.6808
S -36.8466 -7.3313 -10.5797
H -32.4283 -10.6979 -6.3330
H -29.9832 -7.4595 -12.2472
H -35.9190 -8.4174 -8.6770
O -30.4836 -5.2422 -2.5837
H -31.0841 -11.3883 -7.1172
C -35.4702 -7.9821 -9.5678
H -31.3752 -13.8385 -9.8531
H -31.1649 -4.8794 -5.3149
H -31.5202 -7.6042 -11.4408
H -32.7345 -5.7038 -5.2705
H -31.1721 -8.0027 -4.8420
S -30.5662 -5.3948 -10.9640
H -33.6003 -9.6278 -8.2972
O -31.9701 -13.9790 -7.0139
H -30.8327 -6.2437 -8.6096
C -32.6397 -9.6562 -8.8034
O -37.0098 -8.3102 -11.6954
H -31.6495 -4.6974 -8.8884
H -30.7711 -10.4046 -5.6957
H -30.1970 -16.2633 -6.0984
H -32.4905 -4.2104 -4.3370
S -31.4000 -6.1563 -3.3535
C -29.9482 -15.8996 -7.0923
H -32.4490 -10.7038 -9.0458
C -30.4518 -7.3281 -4.3891
H -36.6465 -5.4436 -11.9447
H -34.9299 -8.7708 -10.0900
H -29.8281 -7.9628 -3.7623
O -32.0680 -7.9664 -6.8250
S -31.3623 -9.0014 -7.6403
H -35.1162 -6.2257 -11.9015
H -29.8782 -13.7520 -8.8623
```

natural (NBO) population analysis, charges in e, atoms 1 to 4:
1 H 0.21
2 C -0.83
3 S 1.20
4 C -0.82

***

The records above yield Kohn-Sham gap values of 8.76 7.63 8.58 eV, respectively.
The records above yield molar mass values of 367.5 137.2 390.7 g mol⁻¹, respectively.
The records above yield relative energy (zero: lowest compared OMol25 entry of this formula, charge and spin) values of 75.8 44.0 18.4 kcal per mole, respectively.